# 1
# C42H60BCdFN7O4

A molecular structure, C42H60BCdFN7O4 in a non-equilibrium geometry (the ωB97M-V functional and the def2-TZVPD basis, the Open Molecules 2025 dataset).

For the gap between HOMO and LUMO, the calculation gives 4.811 eV. The relative energy (zero: lowest compared OMol25 entry of this formula, charge and spin) is 3.838 eV. The calculation puts the HOMO energy at -2.76 eV. The total charge is -1. The value obtained for the energy is -71110.88412 eV.

Geometry (Å):
1 Cd -0.3479 -0.0677 -0.0507
2 C 2.8630 -3.1546 -3.1088
3 C 2.1638 -3.3154 -1.7569
4 C 0.6628 -3.1057 -1.9127
5 C 2.7664 -2.3827 -0.7389
6 C 4.1231 -2.2288 -0.3921
7 C 4.1358 -1.2399 0.5656
8 C 5.3734 -0.7344 1.2536
9 C 5.6601 0.7453 0.9925
10 C 5.3872 -1.1003 2.7390
11 N 2.8522 -0.8446 0.7792
12 N 2.0235 -1.5461 -0.0485
13 B 2.2781 0.2893 1.7205
14 N 1.7379 1.4684 0.8463
15 N 1.4947 1.1544 -0.5207
16 C 1.6826 2.2683 -1.2672
17 C 2.0190 3.3273 -0.3577
18 C 2.0322 2.8005 0.8976
19 C 2.1724 3.6225 2.1505
20 C 1.0006 3.3484 3.0998
21 C 3.5567 3.5570 2.8045
22 C 1.5799 2.3199 -2.6684
23 C 2.2289 3.4643 -3.4002
24 C 1.5639 1.0029 -3.3970
25 N 1.1774 -0.4152 2.6504
26 N 0.2946 -1.1840 1.9484
27 C -0.2690 -2.0374 2.7829
28 C 0.2254 -1.8217 4.0692
29 C 1.1587 -0.8050 3.9571
30 C 1.8574 -0.2496 5.1884
31 C 2.3474 -1.4133 6.0607
32 C 2.9912 0.7559 5.0496
33 C -1.1227 -3.1939 2.3382
34 C -0.2037 -4.3209 1.8521
35 C -2.1564 -2.8545 1.2729
36 H 2.4587 -3.8594 -3.8397
37 H 3.9376 -3.3257 -3.0257
38 H 2.7126 -2.1416 -3.4868
39 H 2.3385 -4.3424 -1.4115
40 H 0.4556 -2.0914 -2.2544
41 H 0.1305 -3.2550 -0.9732
42 H 0.2546 -3.7999 -2.6511
43 H 4.9814 -2.7548 -0.7788
44 H 6.1856 -1.2954 0.7801
45 H 4.8971 1.3885 1.4211
46 H 5.6867 0.9423 -0.0803
47 H 6.6268 1.0249 1.4203
48 H 4.5106 -0.6974 3.2414
49 H 6.2826 -0.7130 3.2322
50 H 5.3652 -2.1848 2.8615
51 H 3.1431 0.6732 2.4453
52 H 2.1776 4.3672 -0.5969
53 H 2.0556 4.6532 1.8030
54 H 0.8860 2.2868 3.3165
55 H 0.0671 3.6668 2.6327
56 H 1.1213 3.8901 4.0418
57 H 3.8349 2.5456 3.0847
58 H 3.5852 4.1779 3.7043
59 H 4.3124 3.9257 2.1087
60 H -0.0410 2.8760 -2.9220
61 H 3.3147 3.3390 -3.5740
62 H 2.1132 4.4104 -2.8671
63 H 1.7871 3.6051 -4.3952
64 H 2.5371 0.4811 -3.4064
65 H 1.2657 1.1317 -4.4431
66 H 0.8584 0.2962 -2.9444
67 H -0.0605 -2.3517 4.9629
68 H 1.0618 0.2614 5.7436
69 H 3.0645 -2.0215 5.5050
70 H 1.5358 -2.0636 6.3835
71 H 2.8447 -1.0267 6.9530
72 H 3.8807 0.3172 4.6009
73 H 3.2631 1.1014 6.0507
74 H 2.7099 1.6205 4.4677
75 H -1.6471 -3.5431 3.2340
76 H 0.3947 -3.9714 1.0081
77 H -0.7852 -5.1909 1.5376
78 H 0.4881 -4.6282 2.6386
79 H -1.6723 -2.5136 0.3557
80 H -2.8275 -2.0579 1.5875
81 H -2.7398 -3.7469 1.0265
82 C -5.7894 3.0473 -4.8141
83 C -5.9912 1.5909 -4.4401
84 C -7.3564 1.3491 -3.8136
85 C -7.5884 -0.1439 -3.6534
86 C -6.4131 -0.8051 -2.9766
87 C -6.5653 -2.0263 -2.3583
88 C -5.4950 -2.6254 -1.7065
89 F -5.7016 -3.8214 -1.1053
90 C -4.2666 -2.0343 -1.6434
91 C -4.0923 -0.7949 -2.2579
92 C -2.7685 -0.1470 -2.1696
93 O -1.7712 -0.7910 -1.8200
94 C -2.7514 1.2347 -2.5974
95 C -3.7943 1.7351 -3.2950
96 N -4.9577 1.0762 -3.5205
97 C -5.1534 -0.1748 -2.9282
98 C -1.5875 2.1085 -2.2472
99 O -1.0687 2.8165 -3.2354
100 O -1.1511 2.1343 -1.1229
101 H -6.6050 3.3413 -5.4747
102 H -4.8552 3.2197 -5.3456
103 H -5.8174 3.6925 -3.9340
104 H -5.9319 0.9890 -5.3564
105 H -8.1287 1.7944 -4.4429
106 H -7.3851 1.8486 -2.8407
107 H -7.7422 -0.5916 -4.6405
108 H -8.4936 -0.3377 -3.0758
109 H -7.5298 -2.5195 -2.3601
110 H -3.4378 -2.4823 -1.1167
111 H -3.7182 2.7295 -3.7057
112 C -2.5494 0.6181 2.0396
113 O -2.3026 0.2437 0.7341
114 H -3.6163 0.8578 2.1896
115 H -1.9846 1.5161 2.3529
116 H -2.3032 -0.1625 2.7849

Atomic partial charges in e from the Löwdin method, atoms 1 to 2: number 1, Cd, carries 1.48; number 2, C, carries -0.07


# 2
# C42H60BrN7O6P2S

8 unconnected molecules or ions with the total composition C42H60BrN7O6P2S in a non-equilibrium geometry (the ωB97M-V functional and the def2-TZVPD basis, the Open Molecules 2025 dataset).

For the gap between HOMO and LUMO, the calculation gives 7.707 eV. Its structure (SMILES) is CCOC[C@@H]1C(=O)O[C@@](S)(P(C)C)[C@]1(CCCCOC=O)P(O)Br.c1cc[nH]c1.c1cc[nH]c1.c1cc[nH]c1.c1cc[nH]c1.c1cc[nH]c1.c1cc[nH]c1.c1cc[nH]c1. The calculation puts the HOMO energy at -8.04 eV. The value obtained for the energy is -166691.82233 eV.

Geometry (Å):
1 C 3.1775 -0.2986 8.1918
2 C 2.1932 0.0753 6.9546
3 O 1.6672 -1.1183 6.2951
4 C 1.1000 -0.7081 5.0333
5 C 1.1103 -1.8361 3.8963
6 C -0.0797 -2.8959 4.1568
7 O -1.1892 -2.9069 3.6012
8 O 0.4886 -3.7988 5.1092
9 C 1.8696 -4.0174 4.6300
10 S 2.7642 -4.2663 6.2780
11 P 1.7319 -5.7451 3.8412
12 C 3.2867 -6.2227 2.8714
13 C 1.6547 -7.0384 5.2564
14 C 2.3946 -2.7741 3.6942
15 C 2.5548 -3.0304 2.1189
16 C 2.7401 -1.6876 1.2377
17 C 3.9329 -1.7688 0.1595
18 C 4.9280 -0.4675 0.2071
19 O 6.3206 -0.8954 0.0259
20 C 7.0696 -0.6821 1.2092
21 O 8.1561 -1.3026 1.3679
22 P 4.0648 -2.2977 4.4694
23 O 5.2607 -3.2338 3.6185
24 Br 4.6167 -0.1329 4.0745
25 H 2.9070 0.3528 9.1022
26 H 3.1749 -1.4175 8.4245
27 H 4.2406 0.0423 7.8921
28 H 1.2961 0.6675 7.3604
29 H 2.7946 0.7531 6.2619
30 H 1.5464 0.2413 4.5858
31 H -0.0155 -0.4659 5.2386
32 H 0.6903 -1.2572 2.9896
33 H 1.7575 -4.2385 7.2327
34 H 3.5342 -7.3339 2.9499
35 H 4.2059 -5.6192 3.1900
36 H 3.0767 -6.0026 1.7563
37 H 0.8827 -6.7669 6.0487
38 H 1.4650 -8.0828 4.8220
39 H 2.6677 -7.1178 5.8108
40 H 1.6376 -3.5885 1.6971
41 H 3.4554 -3.7045 1.8520
42 H 1.7505 -1.5551 0.6541
43 H 2.8706 -0.7351 1.8501
44 H 4.5132 -2.7531 0.1734
45 H 3.4304 -1.7043 -0.8809
46 H 4.6407 0.3028 -0.6034
47 H 4.7805 0.0801 1.2120
48 H 6.7939 0.0555 2.0409
49 H 5.5501 -2.7058 2.8287
50 N 1.3689 -1.6378 -3.2941
51 C 0.7872 -0.8427 -2.3424
52 C -0.5581 -1.1177 -2.3246
53 C -0.7959 -2.1203 -3.2979
54 C 0.4120 -2.4232 -3.8779
55 H 2.3486 -1.6444 -3.5277
56 H 1.3793 -0.1505 -1.7626
57 H -1.2896 -0.6503 -1.6816
58 H -1.7461 -2.5712 -3.5461
59 H 0.6717 -3.1269 -4.6540
60 N -3.1930 -0.2118 -5.0045
61 C -4.0652 -0.9815 -5.7277
62 C -5.1720 -0.2175 -6.0090
63 C -4.9573 1.0616 -5.4396
64 C -3.7269 1.0369 -4.8288
65 H -2.2961 -0.5169 -4.6562
66 H -3.8244 -2.0037 -5.9776
67 H -6.0393 -0.5431 -6.5641
68 H -5.6284 1.9073 -5.4734
69 H -3.1872 1.7976 -4.2847
70 N -5.6011 5.6192 -3.3026
71 C -5.3815 4.2956 -3.5851
72 C -5.8355 3.5549 -2.5219
73 C -6.3535 4.4635 -1.5648
74 C -6.1981 5.7292 -2.0745
75 H -5.3625 6.3899 -3.9039
76 H -4.9209 3.9973 -4.5152
77 H -5.8001 2.4780 -2.4419
78 H -6.7921 4.2180 -0.6090
79 H -6.4585 6.6957 -1.6705
80 N 6.6158 -4.5350 -1.5526
81 C 6.8624 -5.6654 -0.8197
82 C 6.5502 -6.7531 -1.5982
83 C 6.1042 -6.2620 -2.8496
84 C 6.1582 -4.8908 -2.7938
85 H 6.7510 -3.5894 -1.2299
86 H 7.2364 -5.5982 0.1908
87 H 6.6349 -7.7876 -1.3002
88 H 5.7803 -6.8468 -3.6979
89 H 5.9099 -4.1392 -3.5278
90 N -2.8890 7.0907 -4.4020
91 C -3.0837 8.4333 -4.5936
92 C -1.8756 8.9934 -4.9284
93 C -0.9172 7.9500 -4.9453
94 C -1.5715 6.7874 -4.6197
95 H -3.6035 6.4292 -4.1423
96 H -4.0627 8.8728 -4.4738
97 H -1.7010 10.0381 -5.1390
98 H 0.1350 8.0396 -5.1714
99 H -1.2143 5.7734 -4.5230
100 N -5.3825 -1.0631 -1.5976
101 C -6.6268 -0.7665 -2.0858
102 C -7.5452 -1.0419 -1.1024
103 C -6.8280 -1.5168 0.0237
104 C -5.4957 -1.5163 -0.3097
105 H -4.5187 -0.9624 -2.1060
106 H -6.7512 -0.3874 -3.0892
107 H -8.6146 -0.9144 -1.1841
108 H -7.2407 -1.8243 0.9733
109 H -4.6209 -1.7999 0.2559
110 N -2.7370 7.3524 1.4262
111 C -3.0704 6.7427 0.2461
112 C -2.9621 7.6743 -0.7572
113 C -2.5423 8.8897 -0.1616
114 C -2.4088 8.6603 1.1859
115 H -2.7330 6.9082 2.3296
116 H -3.3567 5.7019 0.2224
117 H -3.1617 7.5001 -1.8047
118 H -2.3577 9.8281 -0.6634
119 H -2.1107 9.3130 1.9924

Atomic partial charges in e from the Löwdin method, atoms 1 to 2: number 1, C, carries -0.07; number 2, C, carries -0.26